1.
Here is 2 unconnected molecules or ions with the total composition C36H52BCl3FN3O8S from OMol25. Energies are from the ωB97M-V functional and the def2-TZVPD basis.

Atoms and positions in Å:
Cl 4.99050 -0.12702 4.13743
Cl 2.56111 -1.70171 2.77085
Cl 5.42567 -0.70953 -0.12463
S -0.09582 -0.76113 1.51860
F -5.82704 1.38407 2.85177
O 4.30837 2.96732 -3.22308
O -3.20744 3.29703 -1.77675
O -1.84163 -2.09756 5.27771
O -5.32782 2.34550 0.09591
O 0.49775 2.23932 -2.30011
O -6.51353 3.98495 1.02332
O -0.80129 -0.23311 4.62589
O 2.30581 3.36199 -0.22157
N -0.00820 1.88791 0.09876
N -1.01307 0.36756 -1.72396
N -0.80257 -4.48863 -1.32938
C -4.33700 3.53183 1.91114
C -2.54799 4.46550 -2.23847
C -4.49945 1.90863 4.75101
C 5.96587 -0.64479 1.58395
C -3.28087 2.45090 1.79816
C -5.51147 3.33675 0.97822
C 3.70363 2.45627 -2.05226
C -2.52418 -1.03143 3.19570
C -2.04774 -5.13191 -0.95030
C -0.07211 -5.11863 -2.41248
C 5.56152 2.14621 -5.13512
C 0.78658 -5.15056 0.57225
C -4.62067 1.05597 3.46538
C 4.30633 2.02380 -4.28431
C 3.68611 0.60895 1.82222
C -1.62264 -1.05300 4.41580
C -3.44195 1.26609 2.54675
C -2.45766 0.27248 2.43899
C -1.94598 3.96565 0.24476
C 2.39161 2.20577 0.49647
C -1.16616 1.66256 0.89850
C 3.57595 1.78304 1.08128
C 3.38088 3.61446 -1.11981
C 0.05089 -4.07027 -0.23052
C -0.90448 -5.31062 -3.67180
C 1.34593 0.24874 1.36986
C 5.05213 0.32615 2.40793
C -1.34515 0.49668 1.62882
C -0.05607 -0.71956 -2.04975
C -2.15664 2.65479 0.99362
C -1.81666 0.63447 -2.93348
C 1.22705 1.43677 0.65690
C -3.01689 4.25180 -0.80230
C 2.54483 -0.17778 1.94601
C -1.99449 -6.59643 -0.49252
C 6.07997 -2.06263 2.10799
B -0.18177 1.49758 -1.32242
H -0.53956 -3.46248 0.45836
H -1.31995 -4.36128 -4.01327
H 5.90357 1.14271 -5.38680
H -2.73390 -5.06690 -1.79840
H 0.12043 -5.67775 1.25405
H -1.72414 -6.01370 -3.52001
H -2.99486 -7.03166 -0.54177
H -3.89239 4.49335 1.67269
H -5.17933 2.75243 4.72393
H -0.27661 -5.71254 -4.46810
H -1.00001 3.98739 -0.27606
H 0.54439 -0.99392 -1.18386
H -2.26199 -1.71522 6.05810
H 6.36969 2.63307 -4.59916
H 3.40513 2.18543 -4.88139
H -3.48431 2.27203 4.89354
H -3.16698 5.30376 -2.52277
H 1.56247 -4.68400 1.18347
H 0.80112 -3.38530 -0.64015
H 5.15738 -2.61373 1.96171
H 4.43481 1.80183 -1.56269
H 2.84126 1.83262 -2.28035
H -0.61574 -1.60394 -2.35242
H -5.96678 2.51110 -0.61361
H 4.29611 3.88091 -0.59001
H 5.37019 2.64804 -6.07870
H -1.34502 -7.20331 -1.12480
H -2.04002 4.79425 0.94611
H -2.21679 -1.85351 2.54800
H -4.72582 1.29856 5.62243
H 4.24408 1.01074 -3.88140
H 1.27618 -5.88337 -0.07024
H -1.85723 1.68324 -3.21174
H -3.86450 4.84207 -0.48649
H 4.45130 2.40601 0.96642
H -2.83869 0.29069 -2.77949
H -3.52182 -1.28941 3.52846
H -2.52153 -4.52981 -0.17056
H 6.95916 -0.21011 1.56318
H 6.43494 -2.10710 3.12986
H 0.57208 -0.45428 -2.90798
H -1.47359 4.44779 -2.22300
H -0.02387 3.01988 -2.50853
H 0.35280 -6.09281 -2.12197
H -1.43205 0.09546 -3.79974
H 0.77536 -4.47496 -2.66483
H 3.09364 4.46791 -1.72620
H -4.73061 3.61354 2.91222
H 5.56236 1.28173 2.41597
H -4.71059 0.03353 3.79954
H -1.65708 -6.69212 0.53820
H 6.82522 -2.56804 1.49330

Results
**SMILES string**: CCOCCOc1cc([C@@H](Cl)[C@@H](C)Cl)c(Cl)c2c1N(B(O)N(C)C)c1c(C[C@H]3CO3)c(CC(=O)O)c([C@@H](C)F)c(CC(=O)O)c1S2.CCN(CC)CC
**Orbital gap**: 8.4 eV
**Electronic energy**: -110822.28026 eV
**Strongest force on any atom**: 3.35 eV/A
**HOMO energy**: -7.99 eV

=====

2.
Here is 2 unconnected molecules or ions with the total composition C6H18N2P from OMol25. Energies are from the ωB97M-V functional and the def2-TZVPD basis.

Atoms and positions in Å:
P -0.46864 -2.85912 -3.24753
N 1.67631 -0.38072 -0.32037
N 0.44901 1.49641 0.49588
C -0.93208 2.20731 2.44423
C -0.13496 1.06723 1.81685
C -0.58493 1.43636 -0.48519
C 2.77668 -1.23758 -0.51889
C 1.67277 0.91627 0.04235
C -0.88518 -0.21038 1.80102
H -1.58902 1.26091 -0.11352
H -2.00808 2.39815 2.10924
H 2.51051 -2.07801 -0.96276
H -1.89454 -0.20040 1.41864
H 0.59807 2.48421 0.77668
H -0.37306 -1.14083 1.39132
H 2.60386 1.31841 0.33221
H -0.41292 0.61621 -1.20134
H 0.71622 -0.73404 -0.53232
H -0.74488 2.39915 -1.14237
H -0.30542 3.05470 2.15634
H -1.07931 -2.73986 -4.50781
H 0.79014 0.99872 2.52117
H -1.03697 2.17541 3.56928
H -1.05509 -0.33047 2.91937
H -1.57701 -3.61891 -2.67012
H 0.06434 -4.06937 -3.92299
H 3.75747 -0.87197 -0.25463

Results
**ΔE to the lowest compared entry with this formula, charge and spin**: 507.7 kJ/mol
**Orbital gap (alpha / beta)**: 8.2 / 8.3 eV
**Electronic energy**: -18771.74114 eV
**Strongest force on any atom**: 6.86 eV/A
**Net charge**: +1
**HOMO energy (alpha / beta)**: -11.27 / -11.26 eV

=====

3.
Here is a molecular structure, C9H7Cl2O8Sc from OMol25. Energies are from the ωB97M-V functional and the def2-TZVPD basis.

Atoms and positions in Å:
Sc -1.66189 0.58109 -0.33581
Cl -4.51323 -3.17700 0.10637
Cl -1.99033 2.48233 1.57933
O -1.66826 0.99295 1.69610
O -0.14291 -0.81884 -0.18180
O -0.84330 3.24153 1.91519
O 0.09868 1.09890 -1.23072
O -3.21976 -0.29515 -0.92446
O -2.26881 2.56926 0.10074
O -3.14677 2.78730 2.33157
O -5.26665 0.19488 -0.12427
C -4.11706 -1.61700 0.88770
C 2.57459 -1.45322 -0.62630
C -4.27933 -0.47859 -0.09378
C 4.80736 -0.58084 -0.72652
C 3.94360 -1.66654 -0.63998
C 2.94459 0.93153 -0.82293
C 4.31309 0.71529 -0.81076
C 0.62836 0.04681 -0.71769
C 2.08557 -0.15576 -0.72307
H 4.99326 1.55456 -0.87252
H -3.10123 -1.72053 1.25576
H 2.53910 1.93111 -0.90487
H 5.87747 -0.74579 -0.72870
H -4.80472 -1.46609 1.71112
H 1.88119 -2.27964 -0.54073
H 4.33741 -2.67253 -0.57897

Results
**ΔE to the lowest compared entry with this formula, charge and spin**: 85.3 kJ/mol
**Orbital gap**: 9.9 eV
**Electronic energy**: -71569.49111 eV
**Strongest force on any atom**: 1.30 eV/A
**HOMO energy**: -10.30 eV

=====

4.
Here is a molecular structure, C21H33N6OPS3SiSr from OMol25. Energies are from the ωB97M-V functional and the def2-TZVPD basis.

Atoms and positions in Å:
Sr 1.59025 0.72279 -0.08045
S 4.25541 0.09560 0.98754
S 1.74783 1.87306 2.72556
S 3.17842 0.82996 -2.72504
P -1.46416 0.08263 0.93405
Si -0.88572 2.38489 -2.47951
O -0.31733 1.56885 -1.25880
N 1.60663 -0.19597 -4.58846
N 1.66765 -1.52049 -1.35677
N 4.11436 2.97799 5.27554
N 6.81249 0.95117 3.39367
N 1.37416 -1.66526 1.28502
N 1.65414 -1.42089 -2.68184
C 1.98045 -3.89088 -1.72821
C 2.05155 -0.31633 -3.27698
C 1.07887 -4.07211 2.60613
C 1.49521 -2.81367 0.59675
C 5.73193 0.99580 2.98891
C -2.18364 -0.83197 2.39578
C 1.35323 -4.04502 1.25088
C 1.72954 -2.70188 -0.84230
C -1.96362 1.28847 -3.62420
C -2.43101 2.67663 1.29014
C 3.43868 1.71484 3.13040
C -2.03214 3.85375 -2.03881
C -1.83953 -1.13966 -0.40720
C -2.80203 1.33682 0.65197
C 0.39041 3.25636 -3.59420
C 3.82806 2.40366 4.31426
C -1.99883 -0.05891 3.70453
C 4.40816 1.01180 2.45486
C 1.15217 -1.69879 2.58908
C -3.25354 -1.70650 -0.51043
C 0.97961 -2.87805 3.30267
H 0.73532 -0.67916 -4.76434
H -2.29232 4.42298 -2.93675
H 1.60252 0.76154 -4.89988
H 1.14600 -4.01922 -2.42328
H -1.11427 -1.95087 -0.29193
H 0.77478 4.14683 -3.08730
H 2.87150 -3.69183 -2.32508
H -3.99274 -0.90836 -0.60695
H -1.57971 -0.60856 -1.32559
H -2.29802 2.58685 2.36970
H -1.63862 -1.77907 2.44912
H 0.76587 -2.85613 4.36281
H -2.93804 1.09582 -3.16234
H 1.25651 2.62918 -3.80665
H -1.00993 0.40601 3.74525
H 0.95173 -5.02105 3.11417
H -2.09693 -0.71509 4.57346
H -2.87244 1.46883 -0.42918
H 1.12711 -0.73096 3.08476
H -2.96377 3.53625 -1.55997
H -1.48692 3.02182 0.86664
H -2.74106 0.73604 3.80142
H -3.76133 0.96676 1.02693
H -0.05130 3.57890 -4.54340
H -2.14005 1.74724 -4.60201
H 2.13484 -4.81130 -1.17158
H 1.45100 -4.97398 0.70827
H -3.33256 -2.34312 -1.39582
H -1.48333 0.31896 -3.79114
H -3.51330 -2.31324 0.35885
H -3.19326 3.43654 1.09773
H -3.23908 -1.06437 2.22960
H -1.52584 4.53706 -1.35009

Results
**ΔE to the lowest compared entry with this formula, charge and spin**: 10.2 kJ/mol
**Orbital gap**: 5.4 eV
**Electronic energy**: -83815.95467 eV
**Strongest force on any atom**: 1.29 eV/A
**Net charge**: -2
**HOMO energy**: -1.12 eV